{"formula": "C5H9P", "method": "ωB97M-V with the def2-TZVPD basis set", "homo_lumo_gap_ev": [6.8, 5.2], "largest_force_ha_per_bohr": 0.0792, "multiplicity": 3, "relative_energy_kcal_mol": 37.2, "charge": 0, "symbols": ["C", "C", "C", "C", "C", "P", "H", "H", "H", "H", "H", "H", "H", "H", "H"], "xyz": [[-1.836, 0.150, 1.148], [0.445, 0.282, -2.743], [-1.014, -0.569, 0.293], [1.195, 0.218, 1.355], [0.479, -0.363, 0.119], [0.455, 0.968, -1.228], [-2.869, -0.066, 1.042], [-1.540, 0.966, 1.765], [0.302, 0.903, -3.563], [0.578, -0.802, -3.030], [-1.178, -1.546, -0.236], [0.918, 1.278, 1.435], [2.247, 0.235, 1.418], [0.920, -0.292, 2.241], [0.901, -1.364, -0.016]]}

---

{"formula": "C5H9P3", "method": "ωB97M-V with the def2-TZVPD basis set", "homo_lumo_gap_ev": [6.1, 6.1], "largest_force_ha_per_bohr": 0.0369, "multiplicity": 1, "relative_energy_kcal_mol": 102.2, "charge": 0, "symbols": ["C", "C", "C", "C", "C", "P", "P", "P", "H", "H", "H", "H", "H", "H", "H", "H", "H"], "xyz": [[-0.904, -1.213, -0.203], [-0.587, 0.018, -0.460], [0.124, -2.325, -0.119], [0.737, 1.837, 0.540], [0.478, 0.981, -0.699], [-2.604, -1.825, 0.087], [-2.995, 1.945, -0.121], [-3.490, 0.032, 0.079], [1.133, -1.919, -0.132], [-0.003, -3.004, -0.956], [-0.023, -2.889, 0.801], [1.485, 2.590, 0.323], [1.084, 1.220, 1.367], [-0.186, 2.329, 0.844], [1.392, 0.428, -0.963], [0.231, 1.624, -1.546], [-4.805, -0.325, 0.340]]}

---

{"formula": "C5HCoN13O3", "method": "ωB97M-V with the def2-TZVPD basis set", "homo_lumo_gap_ev": [7.5, 5.2], "largest_force_ha_per_bohr": 0.0243, "multiplicity": 5, "relative_energy_kcal_mol": 7.7, "charge": -1, "symbols": ["Co", "N", "C", "N", "N", "N", "N", "C", "N", "N", "N", "N", "H", "O", "C", "N", "C", "N", "C", "N", "O", "N", "O"], "xyz": [[0.325, 0.026, -0.581], [-0.615, -2.300, 1.680], [0.128, -1.238, 2.143], [0.429, -1.062, 3.414], [1.183, 0.065, 3.420], [1.313, 0.536, 2.242], [0.642, -0.274, 1.373], [-0.896, -2.544, 0.359], [-1.572, -3.588, -0.081], [-1.579, -3.432, -1.427], [-0.956, -2.371, -1.769], [-0.495, -1.759, -0.642], [-0.969, -2.949, 2.360], [0.474, -0.001, -3.925], [0.642, -0.092, -2.822], [-0.867, 5.937, -1.340], [-1.284, 4.917, -0.983], [-1.848, 3.809, -0.547], [-1.307, 2.665, -0.646], [-0.941, 1.555, -0.716], [2.224, 1.662, -0.642], [3.037, 0.807, -0.471], [2.930, -0.369, -0.399]]}

---

{"formula": "C5HN3O", "method": "ωB97M-V with the def2-TZVPD basis set", "homo_lumo_gap_ev": 8.6, "largest_force_ha_per_bohr": 0.1957, "smiles": "N#Cc1ncoc1C#N", "multiplicity": 1, "relative_energy_kcal_mol": 41.2, "charge": 0, "symbols": ["C", "C", "C", "C", "C", "H", "N", "N", "N", "O"], "xyz": [[-1.969, -0.482, -0.376], [-0.745, 0.101, 0.244], [0.852, 1.401, 1.014], [0.516, -0.725, 0.167], [0.721, -1.325, -1.089], [1.273, 2.064, 1.862], [-2.755, -0.936, -1.168], [-0.455, 1.403, 0.883], [1.154, -1.675, -2.215], [1.409, 0.174, 0.678]]}